1.
{
  "formula": "C4H5N3O2S",
  "method": "ωB97M-V with the def2-TZVPD basis set",
  "species": ["C", "C", "C", "C", "N", "N", "N", "O", "O", "S", "H", "H", "H", "H", "H"],
  "positions_angstrom": [[1.3442, 1.7054, -0.6604], [-0.6484, 0.7246, -0.0642], [1.1703, 0.4334, 1.1744], [-1.6793, -0.4038, -0.0225], [1.8360, 1.2047, 0.3851], [0.0185, 1.3059, -0.9882], [-0.9418, -1.2934, 0.8670], [1.2183, -2.1769, 1.6889], [1.0079, -1.4104, -0.7478], [0.7785, -1.2219, 0.6987], [1.7928, 2.2345, -1.4239], [-2.5484, -0.0749, 0.5167], [-1.7588, -0.6242, -1.1556], [-0.3396, 1.4529, -1.8622], [-1.2502, -1.8558, 1.5939]],
  "nbo_charge": [0.17, 0.25, -0.18, -0.31, -0.38, -0.52, -0.84, -0.91, -0.95, 2.19, 0.19, 0.25, 0.22, 0.40, 0.42],
  "homo_energy_ev": [-8.359, -8.360],
  "multiplicity": 1,
  "relative_energy_kj_mol": 601.45,
  "gap_ev": [7.92, 7.92]
}



2.
{
  "formula": "C57H134F10N13O33S10",
  "method": "ωB97M-V with the def2-TZVPD basis set",
  "species": ["C", "C", "C", "C", "C", "C", "N", "O", "C", "C", "C", "H", "H", "H", "H", "H", "H", "H", "H", "H", "H", "H", "H", "H", "H", "H", "H", "H", "H", "C", "C", "C", "C", "C", "C", "N", "O", "C", "C", "C", "H", "H", "H", "H", "H", "H", "H", "H", "H", "H", "H", "H", "H", "H", "H", "H", "H", "H", "C", "C", "C", "C", "C", "C", "N", "O", "C", "C", "C", "H", "H", "H", "H", "H", "H", "H", "H", "H", "H", "H", "H", "H", "H", "H", "H", "H", "H", "C", "O", "C", "C", "N", "H", "H", "C", "C", "O", "C", "H", "H", "H", "H", "H", "H", "H", "H", "H", "H", "H", "H", "H", "H", "C", "O", "C", "C", "N", "H", "H", "C", "C", "O", "C", "H", "H", "H", "H", "H", "H", "H", "H", "H", "H", "H", "H", "H", "H", "C", "O", "C", "C", "N", "H", "H", "C", "C", "O", "C", "H", "H", "H", "H", "H", "H", "H", "H", "H", "H", "H", "H", "H", "H", "C", "O", "C", "C", "N", "H", "H", "C", "C", "O", "C", "H", "H", "H", "H", "H", "H", "H", "H", "H", "H", "H", "H", "H", "H", "C", "O", "C", "C", "N", "H", "H", "C", "C", "O", "C", "H", "H", "H", "H", "H", "H", "H", "H", "H", "H", "H", "H", "H", "H", "N", "S", "O", "O", "F", "S", "O", "O", "F", "N", "S", "O", "O", "F", "S", "O", "O", "F", "N", "S", "O", "O", "F", "S", "O", "O", "F", "N", "S", "O", "O", "F", "S", "O", "O", "F", "N", "S", "O", "O", "F", "S", "O", "O", "F"],
  "positions_angstrom": [[2.5764, -0.8062, 4.6684], [2.0525, -0.7593, 6.1819], [1.3490, -2.1867, 6.5361], [1.3513, -2.3765, 8.0345], [2.7045, -2.2128, 8.6815], [3.3445, -0.8426, 8.5415], [3.2482, -0.4606, 7.0826], [3.9676, 0.6474, 6.6186], [4.8669, -1.0902, 8.9277], [2.5167, 0.1007, 9.4997], [1.0034, 0.3652, 6.4356], [1.7580, -0.9998, 3.9748], [3.4896, -1.3892, 4.5489], [2.8689, 0.1586, 4.2541], [1.9883, -3.0244, 6.2573], [0.3993, -2.3619, 6.0307], [0.9823, -3.3791, 8.2504], [0.5867, -1.7982, 8.5532], [3.3703, -2.9128, 8.1767], [2.4794, -2.5429, 9.6956], [5.3301, -0.1229, 9.1225], [5.2260, -1.7309, 8.1223], [4.9667, -1.6850, 9.8356], [2.8344, 1.1419, 9.4449], [2.6226, -0.1231, 10.5612], [1.4818, 0.1875, 9.1688], [0.4438, 0.1477, 7.3454], [0.2944, 0.4010, 5.6084], [1.4961, 1.3293, 6.5613], [5.1778, 2.3709, -0.1874], [4.9346, 0.8846, -0.0750], [3.9775, 0.5962, 1.2227], [2.4754, 0.8656, 0.9949], [1.9516, 0.1429, -0.2465], [2.6733, 0.3494, -1.5424], [4.2111, 0.2998, -1.3441], [4.8412, 0.0435, -2.5814], [2.2659, 1.6914, -2.1415], [2.2455, -0.9385, -2.3222], [6.3325, 0.2189, 0.0770], [4.2498, 2.9226, -0.0375], [5.5298, 2.6896, -1.1685], [5.8843, 2.7607, 0.5455], [4.4704, 0.9806, 2.1156], [3.9735, -0.4475, 1.5369], [2.3877, 1.9518, 1.0194], [1.8520, 0.5820, 1.8429], [0.8778, 0.2470, -0.4024], [2.0433, -0.9109, 0.0164], [2.7327, 1.8618, -3.1116], [2.5130, 2.6064, -1.6032], [1.2047, 1.7079, -2.3901], [2.6356, -1.9192, -2.0500], [2.3619, -0.9196, -3.4058], [1.1857, -1.1320, -2.1560], [6.6334, 0.4061, 1.1077], [7.0607, 0.5150, -0.6781], [6.2633, -0.8535, -0.1056], [2.1777, -2.0753, -8.8759], [0.6355, -1.5968, -9.0398], [-0.3837, -2.7523, -9.2560], [-0.5778, -3.5843, -7.9442], [-1.0443, -2.6873, -6.7435], [-0.0531, -1.5577, -6.4421], [0.2540, -0.8294, -7.8239], [0.6313, 0.5228, -7.7149], [1.1802, -2.0637, -5.8041], [-0.8139, -0.5579, -5.4906], [0.4067, -0.6798, -10.3034], [2.5386, -2.3931, -9.8540], [2.2500, -2.9847, -8.2793], [2.8578, -1.3888, -8.3717], [-0.1147, -3.4349, -10.0621], [-1.3795, -2.5050, -9.6240], [0.3122, -4.1619, -7.6944], [-1.2779, -4.3932, -8.1529], [-1.1986, -3.2202, -5.8053], [-2.0272, -2.3542, -7.0769], [1.5466, -2.9452, -6.3302], [1.0692, -2.4236, -4.7812], [1.9962, -1.3432, -5.7489], [-1.7966, -0.4206, -5.9417], [-0.2750, 0.3724, -5.3112], [-1.2088, -0.9733, -4.5634], [0.5524, -1.1871, -11.2571], [1.1526, 0.1149, -10.2884], [-0.5837, -0.2351, -10.4006], [-1.8143, 0.4087, -1.8294], [-1.7286, 1.3881, -0.8381], [-2.8498, 1.4282, 0.0555], [-2.4012, 2.4250, 1.1771], [-1.0783, 1.9632, 1.7856], [-0.5253, 1.5582, 1.0438], [-0.4369, 2.6798, 2.0942], [-1.2540, 0.9811, 3.0090], [-1.2055, -0.5586, 2.6791], [-0.1172, -0.8279, 1.8105], [-0.0716, -2.3131, 1.6548], [-2.6477, 0.6720, -2.4806], [-1.8610, -0.5694, -1.3507], [-1.0059, 0.4934, -2.5557], [-3.0647, 0.4450, 0.4742], [-3.7478, 1.8099, -0.4303], [-3.1322, 2.7663, 1.9101], [-2.1247, 3.3631, 0.6958], [-2.1821, 1.4310, 3.3619], [-0.3811, 1.2865, 3.5860], [-2.1352, -1.0400, 2.3755], [-0.9241, -1.0573, 3.6066], [0.2313, -2.7213, 2.6190], [0.6602, -2.6289, 0.9112], [-1.0337, -2.7885, 1.4641], [-4.5803, -1.2627, -4.7808], [-5.4480, -1.8369, -3.8112], [-4.8977, -1.9326, -2.5046], [-5.9496, -2.7843, -1.7421], [-5.2147, -3.5867, -0.6071], [-5.9096, -4.2085, -0.2190], [-4.4705, -4.1381, -1.0097], [-4.5231, -2.9174, 0.5996], [-5.2114, -1.7103, 1.1748], [-5.6176, -0.7524, 0.1747], [-6.4790, 0.2829, 0.5993], [-5.1700, -1.0356, -5.6690], [-3.8560, -2.0150, -5.0930], [-4.1760, -0.3114, -4.4348], [-4.7405, -0.9161, -2.1440], [-3.9109, -2.3954, -2.4917], [-6.3385, -3.5421, -2.4222], [-6.7573, -2.2131, -1.2844], [-3.5374, -2.6005, 0.2590], [-4.3539, -3.7489, 1.2839], [-4.6261, -1.3197, 2.0072], [-6.1621, -1.9852, 1.6317], [-7.3729, -0.0332, 1.1370], [-6.9331, 0.9756, -0.1093], [-5.9275, 0.8389, 1.3574], [3.9677, -3.3851, 0.5052], [4.3142, -3.0316, -0.7853], [5.4680, -3.6115, -1.3894], [5.4418, -5.0971, -1.5899], [4.5022, -5.5171, -2.7516], [4.9418, -5.1551, -3.5858], [4.4589, -6.5165, -2.8910], [3.0557, -5.1245, -2.6087], [2.1021, -6.0409, -3.4816], [2.1836, -5.7026, -4.8442], [1.0774, -6.2724, -5.5750], [3.2120, -2.6639, 0.8164], [4.7543, -3.4396, 1.2578], [3.5119, -4.3629, 0.6608], [6.3418, -3.4961, -0.7481], [5.6903, -3.1664, -2.3593], [5.2159, -5.8291, -0.8145], [6.3907, -5.5641, -1.8537], [3.0485, -4.0574, -2.8310], [2.9019, -5.1688, -1.5305], [1.0634, -5.7965, -3.2589], [2.3004, -7.1108, -3.4183], [1.2666, -6.0399, -6.6230], [0.0876, -5.9335, -5.2691], [0.8878, -7.3380, -5.4454], [-0.7109, 4.5524, -2.2278], [-1.3353, 4.3279, -3.4911], [-1.1883, 5.4502, -4.2611], [-1.4906, 5.0705, -5.6716], [-0.1283, 4.6609, -6.3493], [-0.5074, 4.2720, -7.2008], [0.3677, 5.5169, -6.5528], [0.6728, 3.5898, -5.6360], [2.0372, 3.3539, -6.2698], [2.3358, 2.0090, -5.8958], [3.5214, 1.4675, -6.4477], [-0.9735, 5.5244, -1.8103], [0.3525, 4.3397, -2.1180], [-1.2103, 3.8301, -1.5821], [-0.2707, 6.0301, -4.1626], [-1.9312, 6.1959, -3.9781], [-1.8143, 5.9209, -6.2717], [-2.1789, 4.2433, -5.8452], [0.0920, 2.6683, -5.6753], [0.8451, 3.8426, -4.5898], [2.7876, 4.0071, -5.8245], [2.1038, 3.4083, -7.3564], [3.7119, 0.5996, -5.8164], [4.3452, 2.1553, -6.2570], [3.4505, 1.1560, -7.4898], [-2.5624, 9.4204, 3.4447], [-2.7947, 8.6366, 4.6611], [-1.9174, 7.4935, 4.7762], [-2.2587, 6.3110, 3.8093], [-3.6249, 5.6466, 4.0264], [-4.3552, 6.2869, 4.3036], [-3.9659, 5.5253, 3.0835], [-3.5241, 4.3528, 4.8831], [-3.1148, 4.5762, 6.3175], [-1.8083, 4.9486, 6.5874], [-0.7632, 3.9326, 6.6173], [-3.2591, 10.2478, 3.3099], [-2.7332, 8.8812, 2.5130], [-1.5681, 9.8520, 3.3304], [-2.0862, 7.2242, 5.8188], [-0.8889, 7.7843, 4.5623], [-1.5017, 5.5286, 3.8624], [-2.2844, 6.7041, 2.7929], [-2.7220, 3.8160, 4.3765], [-4.3800, 3.7182, 4.6531], [-3.2685, 3.6665, 6.8979], [-3.7906, 5.3201, 6.7395], [-0.8508, 3.1236, 7.3425], [0.2056, 4.3962, 6.8034], [-0.7696, 3.4081, 5.6618], [0.9308, 3.7057, 2.3589], [1.2542, 5.0585, 1.7759], [2.3778, 4.8936, 0.8435], [0.8687, 6.2882, 2.4870], [0.0437, 5.0772, 0.6312], [2.2099, 3.8060, 3.5047], [2.1030, 4.6798, 4.6884], [3.5595, 3.5334, 3.0302], [1.8216, 2.3497, 4.1723], [-2.9101, -4.7516, -1.3484], [-1.5866, -5.2751, -0.8869], [-0.5308, -4.3315, -1.0630], [-1.3424, -6.7275, -0.8802], [-1.9309, -5.0697, 0.7051], [-2.4482, -4.9020, -3.0457], [-1.9454, -6.1901, -3.5319], [-1.9721, -3.6816, -3.6328], [-4.0086, -5.0222, -3.5983], [-4.4628, -0.9756, 6.6647], [-4.0918, -1.9782, 5.6320], [-3.3604, -3.2295, 6.0350], [-3.9220, -1.4340, 4.2727], [-5.6109, -2.5750, 5.4291], [-2.8404, -0.3026, 6.6825], [-2.5878, 0.6671, 5.6238], [-1.8089, -1.1919, 7.1154], [-2.9990, 0.7231, 7.9256], [3.9094, -6.0168, 2.6018], [2.6767, -6.7547, 2.2285], [1.5483, -5.9345, 1.7635], [2.4116, -7.9512, 3.0200], [3.2581, -7.3822, 0.8711], [3.2142, -5.0207, 3.8107], [2.5131, -5.6783, 4.8588], [2.7981, -3.6894, 3.3295], [4.6682, -4.7353, 4.4625], [-4.7520, 5.2180, 1.5645], [-4.4311, 5.5934, 0.1403], [-5.5349, 6.2115, -0.6147], [-3.5955, 4.6548, -0.5877], [-3.4463, 6.8272, 0.4777], [-6.0291, 4.1115, 1.1876], [-5.8877, 3.3172, -0.0645], [-7.3451, 4.4937, 1.6390], [-5.6468, 3.0639, 2.3408]],
  "lowdin_charge": [-0.01, -0.32, -0.08, -0.20, -0.16, -0.41, 0.14, 0.15, 0.02, 0.03, 0.00, 0.08, 0.09, 0.05, 0.11, 0.13, 0.14, 0.11, 0.13, 0.15, 0.09, 0.09, 0.10, 0.09, 0.11, 0.07, 0.07, 0.08, 0.09, 0.00, -0.36, -0.07, -0.15, -0.15, -0.40, 0.19, 0.13, 0.02, -0.01, 0.00, 0.07, 0.10, 0.12, 0.13, 0.11, 0.08, 0.10, 0.12, 0.10, 0.08, 0.09, 0.09, 0.07, 0.06, 0.09, 0.11, 0.10, 0.07, 0.06, -0.39, -0.11, -0.14, -0.10, -0.39, 0.17, 0.12, -0.01, 0.00, -0.02, 0.11, 0.07, 0.08, 0.14, 0.13, 0.08, 0.13, 0.11, 0.13, 0.08, 0.11, 0.09, 0.08, 0.07, 0.09, 0.11, 0.08, 0.10, -0.10, -0.21, -0.13, -0.06, 0.07, 0.12, 0.05, -0.01, -0.18, -0.22, -0.01, 0.09, 0.10, 0.06, 0.12, 0.12, 0.11, 0.09, 0.10, 0.10, 0.10, 0.12, 0.09, 0.08, 0.07, -0.09, -0.18, -0.20, -0.01, 0.08, 0.17, 0.05, -0.07, -0.17, -0.23, -0.09, 0.10, 0.07, 0.08, 0.11, 0.09, 0.14, 0.13, 0.11, 0.15, 0.10, 0.14, 0.10, 0.09, 0.07, -0.12, -0.22, -0.18, -0.06, 0.07, 0.17, 0.17, -0.04, -0.15, -0.21, -0.07, 0.07, 0.10, 0.06, 0.14, 0.13, 0.14, 0.14, 0.11, 0.13, 0.12, 0.14, 0.08, 0.07, 0.10, -0.09, -0.16, -0.28, -0.03, 0.09, 0.17, 0.18, -0.07, -0.18, -0.24, -0.08, 0.10, 0.08, 0.07, 0.14, 0.15, 0.14, 0.15, 0.13, 0.13, 0.14, 0.14, 0.08, 0.10, 0.09, -0.07, -0.17, -0.16, -0.07, 0.09, 0.18, 0.05, -0.06, -0.21, -0.18, -0.04, 0.09, 0.06, 0.09, 0.12, 0.13, 0.11, 0.10, 0.10, 0.13, 0.13, 0.14, 0.09, 0.09, 0.07, -0.30, 0.49, -0.30, -0.26, -0.23, 0.63, -0.25, -0.27, -0.24, -0.27, 0.41, -0.30, -0.25, -0.21, 0.64, -0.26, -0.31, -0.20, -0.22, 0.45, -0.31, -0.35, -0.22, 0.60, -0.33, -0.27, -0.20, -0.28, 0.40, -0.32, -0.27, -0.22, 0.59, -0.24, -0.33, -0.21, -0.30, 0.46, -0.27, -0.31, -0.19, 0.65, -0.30, -0.23, -0.21],
  "homo_energy_ev": -13.322,
  "multiplicity": 1,
  "total_charge": 3,
  "gap_ev": 2.52
}



3.
{
  "formula": "C4H4N2S",
  "method": "ωB97M-V with the def2-TZVPD basis set",
  "species": ["C", "C", "C", "N", "N", "C", "S", "H", "H", "H", "H"],
  "positions_angstrom": [[-2.1756, 1.5706, -0.0412], [-1.7974, 0.4146, 0.0033], [-1.2229, -0.9079, -0.0241], [0.0318, -1.1986, -0.0008], [0.9030, -0.1669, -0.0541], [2.2104, -0.4580, 0.0082], [3.4463, 0.6364, -0.0070], [-2.4972, 2.5492, 0.1874], [-1.9208, -1.7708, 0.0485], [0.5873, 0.8336, -0.1516], [2.4350, -1.5022, 0.0313]],
  "nbo_charge": [-0.17, -0.11, -0.04, -0.17, -0.42, -0.06, -0.13, 0.24, 0.22, 0.41, 0.21],
  "homo_energy_ev": -8.688,
  "multiplicity": 1,
  "relative_energy_kj_mol": 321.27,
  "gap_ev": 8.28,
  "smiles": "C#C/C=N\\NC=S"
}



4.
{
  "formula": "H3OS2",
  "method": "ωB97M-V with the def2-TZVPD basis set",
  "species": ["O", "H", "S", "S", "H", "H"],
  "positions_angstrom": [[-0.0849, -2.2241, -0.5071], [-0.7754, -2.3650, 0.1255], [0.0843, 0.7555, 1.1439], [0.8754, 2.3817, 0.0432], [0.1577, -1.3037, -0.2774], [-0.2570, 2.7557, -0.5281]],
  "nbo_charge": [-0.98, 0.45, -0.78, -0.27, 0.50, 0.08],
  "homo_energy_ev": -2.593,
  "multiplicity": 1,
  "total_charge": -1,
  "relative_energy_kj_mol": 8.54,
  "gap_ev": 6.28
}